41
Properties=species:S:1:pos:R:3:forces:R:3:mulliken_charge:R:1 method="wB97M-V/def2-TZVPD" lumo_ev="-1.273 / -0.551" multiplicity=5 homo_ha="-0.2784 / -0.2807"
Mn -0.36209 -0.25477 -0.94070 0.432 1.589 0.595 0.504
Br -4.05699 -2.63647 0.95950 -0.108 -0.199 0.055 -0.157
C -3.61999 -0.86477 1.37230 0.884 0.299 -0.999 -0.096
C -4.27549 -0.18757 2.39130 0.009 0.610 0.276 -0.457
C -3.94269 1.11323 2.69120 -0.119 -0.335 0.014 0.098
Br -4.83719 1.96843 4.11590 -0.126 0.092 0.137 -0.244
C -2.96309 1.81693 1.95760 -0.035 -0.281 -0.203 0.635
C -2.63149 3.17673 2.11340 0.239 0.093 -0.159 -0.791
C -1.71119 3.74803 1.27370 -0.226 0.027 0.138 -0.852
C -1.09549 2.96583 0.29020 -0.050 -0.417 -0.132 -0.278
N -1.36709 1.68983 0.13720 0.652 -0.044 -0.310 -0.161
C -2.28689 1.10973 0.93140 -0.634 -0.312 0.244 1.035
C -2.58619 -0.26747 0.64700 -1.438 1.125 1.657 0.326
O -1.89969 -0.87557 -0.24920 0.174 -1.464 -1.165 -0.828
H -5.04459 -0.69787 2.95210 -0.010 0.016 0.040 0.423
H -3.10899 3.76983 2.87830 -0.084 -0.018 0.056 0.347
H -1.47749 4.79693 1.34400 0.084 0.131 0.056 0.398
H -0.37979 3.39273 -0.40180 0.054 0.056 0.042 0.382
O 5.21831 -0.21557 -3.47270 0.362 -0.070 -0.154 -0.517
C 4.02741 -0.06437 -2.89600 -0.795 0.082 0.430 0.839
C 3.44491 1.18633 -2.65570 -0.001 -0.097 -0.051 -0.551
C 2.19481 1.24833 -2.08540 -0.106 0.031 0.059 -0.776
N 1.50881 0.15893 -1.73450 0.263 -0.726 -0.019 0.277
C 2.07181 -1.03287 -1.94690 0.580 0.738 -0.388 0.160
Br -1.23449 0.26013 -3.00440 -0.350 0.046 -0.808 -0.413
C 3.31731 -1.20447 -2.51060 0.069 0.125 -0.135 -0.265
H 5.61671 0.63473 -3.70750 -0.163 -0.138 0.099 0.312
H 3.96021 2.09353 -2.93030 0.020 0.119 -0.003 0.344
H 1.70061 2.19073 -1.89350 0.053 0.041 -0.068 0.384
H 3.72211 -2.19147 -2.65700 0.056 -0.104 -0.028 0.556
O 1.41751 -1.84867 2.64900 -0.257 0.137 0.395 -0.586
P 0.21811 -1.53307 1.68120 -0.299 -1.021 0.833 0.906
O -1.06879 -1.56517 2.35330 0.251 -0.214 0.265 -0.633
O 0.60391 -0.39077 0.76620 0.074 0.377 -0.823 -0.355
O 0.33011 -2.86637 0.58880 0.221 0.411 0.268 -0.291
P 1.65281 -2.93957 -0.23920 -0.572 -0.414 -0.547 1.119
O 1.69041 -4.40917 -0.78680 0.441 0.074 0.079 -0.563
O 2.88071 -2.44907 0.36700 0.398 -0.116 0.028 -0.777
O 1.27781 -2.08667 -1.60870 0.018 -0.121 0.528 -0.200
H 2.26451 -1.93167 2.19700 0.366 0.027 -0.278 0.422
H 0.83091 -4.80747 -0.93670 -0.327 -0.155 -0.023 0.323

=====

76
Properties=species:S:1:pos:R:3:forces:R:3:mulliken_charge:R:1 method="wB97M-V/def2-TZVPD" relative_energy_kcal_mol=91.9 lumo_ev="-0.609 / -0.614" multiplicity=2 homo_ha="-0.1785 / -0.2403"
Mn -0.89678 0.94949 -0.39837 0.512 0.228 0.454 -0.021
O -1.77409 1.15983 1.48270 -0.370 -0.061 0.127 -0.378
C -0.56610 1.10510 1.38747 -0.164 0.049 -0.507 0.210
C 0.49196 1.13109 2.35726 0.401 0.073 0.771 0.180
C 0.26525 1.22241 3.73225 -0.223 0.029 -0.110 -0.356
C 1.34514 1.32264 4.58461 0.104 0.022 0.126 -0.722
C 2.64344 1.33868 4.07508 -0.106 -0.013 -0.102 -0.719
C 2.86466 1.22797 2.70944 0.121 -0.073 0.067 -0.838
C 1.78471 1.10132 1.84860 0.141 0.021 -0.281 0.110
P 1.83688 0.84446 0.04006 -0.422 -0.492 0.186 2.174
C 3.42935 1.60649 -0.43568 -0.176 0.050 -0.180 0.345
C 4.60503 0.85925 -0.47634 0.012 0.016 0.016 -0.116
C 5.80622 1.47114 -0.80768 -0.042 0.036 0.011 -0.774
C 5.84011 2.82814 -1.10377 0.005 -0.062 0.013 -0.515
C 4.67060 3.57459 -1.07430 -0.017 0.033 -0.002 -0.735
C 3.46895 2.96307 -0.74816 -0.008 0.005 0.003 -0.331
C 2.06595 -0.91385 -0.15399 0.345 0.003 0.061 0.377
C 2.37047 -1.43371 -1.43618 0.037 0.035 0.029 -0.682
C 2.15735 -2.75335 -1.71339 -0.231 -0.116 0.106 -1.221
C 1.39498 -3.54334 -0.77328 1.221 -0.022 0.211 -0.022
C 1.51013 -3.13101 0.60077 -0.168 -0.121 -0.201 -0.877
C 1.76511 -1.82046 0.88387 -0.148 0.192 -0.128 -0.898
H -0.75363 1.22596 4.10045 0.039 0.001 0.031 0.577
H 1.18814 1.40075 5.65262 -0.014 -0.008 -0.017 0.416
H 3.48365 1.42901 4.75103 0.004 0.000 0.001 0.443
H 3.87444 1.22035 2.31764 -0.007 0.006 -0.003 0.508
H 4.56801 -0.20039 -0.25215 0.015 0.027 -0.005 0.421
H 6.71637 0.88604 -0.83552 0.000 0.003 -0.003 0.424
H 6.77814 3.30136 -1.36398 -0.005 0.003 0.001 0.388
H 4.69529 4.63019 -1.31276 -0.008 -0.003 0.002 0.416
H 2.55002 3.54068 -0.73674 0.024 0.014 -0.016 0.307
H 2.78698 -0.77692 -2.19637 0.011 -0.021 0.016 0.546
H 2.41350 -3.16474 -2.68250 0.016 0.005 0.010 0.303
H 1.38666 -4.61459 -0.94383 -0.221 0.003 -0.024 0.864
H 1.24667 -3.82277 1.39019 0.031 -0.015 0.000 0.355
H 1.69497 -1.46881 1.90690 0.026 -0.030 0.012 0.337
C 0.35608 1.31559 -4.83492 -0.011 -0.072 -0.043 -0.637
O 0.15071 2.45139 -3.96926 0.038 -0.018 -0.068 -0.508
C -0.13050 2.16100 -2.71866 -0.025 -0.056 0.002 0.674
O -0.18800 1.00935 -2.28455 -0.026 0.187 -0.248 -0.342
N -0.29099 3.26689 -1.95137 -0.055 0.035 0.003 -0.234
N -0.81300 3.05579 -0.66342 -0.087 -0.033 0.081 -0.252
H 0.56003 1.73395 -5.81385 0.001 0.027 0.009 0.302
H -0.53868 0.69810 -4.85826 -0.020 0.021 0.015 0.285
H 1.19932 0.72437 -4.48491 0.012 0.024 0.019 0.219
H -0.52703 4.12177 -2.43336 0.013 0.012 -0.007 0.306
H -1.82051 3.25263 -0.64141 -0.001 0.039 -0.047 0.382
H -0.30344 3.62577 0.00156 0.046 0.003 -0.030 0.354
N -1.04673 -6.01663 -1.31487 0.058 0.049 -0.022 -0.251
C -1.54960 -5.31950 -0.25265 -0.159 -0.245 0.259 0.026
S -2.31657 -6.18212 0.97285 0.085 0.100 -0.137 -0.462
C -1.34594 -3.90197 -0.24554 0.390 0.038 -0.181 0.090
C -0.51089 -3.23365 -1.23690 -1.260 0.334 -0.131 -0.325
C -0.64796 -1.80541 -1.27121 0.191 -0.385 0.013 -1.467
N -1.10915 -1.08057 -0.28652 0.154 0.120 -0.002 0.910
C -1.65951 -1.74692 0.79064 -0.130 0.051 -0.053 -0.657
C -1.82178 -3.10025 0.79968 -0.061 0.002 0.049 -0.962
H -1.32257 -6.98162 -1.37519 -0.017 -0.002 0.010 0.227
H -0.83569 -5.54322 -2.17598 -0.012 -0.006 -0.026 0.192
H -0.44584 -3.66378 -2.23184 0.165 -0.032 0.006 0.701
H -0.28449 -1.27469 -2.13868 0.027 0.045 0.007 0.563
H -2.06028 -1.13191 1.57974 0.001 0.018 0.020 0.546
H -2.34594 -3.57497 1.61837 -0.007 0.006 -0.017 0.430
C -6.11424 -0.75044 1.93031 0.010 0.024 -0.020 -1.166
C -5.46136 0.49857 1.42053 0.007 -0.054 -0.059 0.956
C -5.60970 1.72991 2.04694 -0.075 -0.013 0.060 -0.685
C -4.93892 2.79741 1.48765 0.056 0.076 -0.086 -0.360
N -4.16351 2.68386 0.41268 0.059 -0.087 0.036 -0.494
C -4.06450 1.45165 -0.11298 -0.037 0.124 0.163 0.513
S -2.97011 1.25220 -1.47338 -0.137 -0.213 -0.268 -0.695
N -4.70167 0.36898 0.33417 0.086 0.077 0.004 -0.431
H -6.93461 -0.52999 2.61173 0.001 -0.006 -0.001 0.383
H -5.37528 -1.35662 2.45847 -0.002 0.006 -0.001 0.246
H -6.47258 -1.34395 1.09119 -0.020 0.002 0.012 0.333
H -6.23216 1.85056 2.92297 0.018 -0.009 -0.003 0.387
H -5.02095 3.79242 1.91427 -0.007 -0.008 0.007 0.411

=====

13
Properties=species:S:1:pos:R:3:forces:R:3:mulliken_charge:R:1 method="wB97M-V/def2-TZVPD" smiles="O=C1C=CSCON1" relative_energy_kcal_mol=114.4 lumo_ev=-0.108 homo_ha=-0.3243
O -2.78256 0.54630 0.71807 4.870 -0.771 -1.450 -0.591
C -1.58082 0.29365 0.36643 -2.969 -2.053 0.773 0.462
C -0.79482 1.08246 -0.62458 -1.315 3.237 0.744 -0.286
C 0.46716 1.11791 -1.14655 -0.686 -0.430 -0.902 -0.057
S 1.74970 0.00612 -0.98664 1.092 -1.231 1.002 -0.109
C 1.39629 -1.14572 0.52904 0.500 -0.281 -0.868 -0.252
O 0.31510 -0.53851 1.24549 0.965 -2.422 0.219 -0.260
N -0.94379 -1.00267 0.75766 -2.562 1.202 0.910 -0.244
H -1.45015 2.02618 -0.68582 1.213 -1.313 -0.853 0.223
H 0.85897 1.77832 -2.03234 -1.431 -0.616 2.048 0.223
H 1.30745 -2.17692 0.03088 -0.973 1.486 1.007 0.275
H 2.30623 -1.30410 1.20250 -1.192 1.129 -0.826 0.302
H -1.59831 -1.55476 1.51284 2.488 2.064 -1.803 0.315

=====

22
Properties=species:S:1:pos:R:3:forces:R:3:mulliken_charge:R:1 method="wB97M-V/def2-TZVPD" relative_energy_kcal_mol=9.8 lumo_ev=3.764 charge=-1 homo_ha=-0.1212
C -1.00926 -0.44614 0.25966 0.892 -0.589 -0.133 0.008
C -0.97281 0.30328 1.57889 -0.362 0.769 0.384 -1.059
S 0.71664 0.76749 2.16265 -0.424 -0.178 0.133 -0.651
C -0.57944 0.37029 -0.95962 -0.102 0.756 0.279 -0.625
N -0.32239 -0.32536 -2.22380 -0.758 -1.691 0.394 -0.438
C 0.47321 -1.58849 -2.09107 0.282 1.334 -1.021 -0.888
H -0.25462 -1.22937 0.38591 -0.257 -0.261 -0.075 0.076
H -1.98605 -0.92858 0.10493 0.040 0.112 -0.096 0.251
H -1.51124 -0.25973 2.34710 0.281 -0.302 -0.023 0.297
H -1.57683 1.22180 1.51798 0.064 -0.054 -0.222 0.404
H -1.34767 1.13460 -1.13491 0.083 -0.033 -0.213 0.378
H 0.32795 0.93546 -0.72780 -0.025 -0.167 0.282 0.259
H -1.21049 -0.66590 -2.59652 -0.014 0.451 0.102 0.291
H 0.42021 -2.00180 -3.10110 0.322 -0.285 0.063 0.374
H 0.19087 -2.36693 -1.38389 -0.339 0.253 0.269 0.297
H 1.49275 -1.26964 -1.88596 0.160 -0.351 0.146 0.284
H -0.21834 2.59574 1.42924 0.275 0.154 -0.320 0.260
H 0.21705 3.96928 1.74674 -0.122 0.077 -0.261 0.279
O -0.35377 3.51979 1.10877 0.006 0.115 0.463 -0.656
H 1.87501 -0.88026 1.41365 -0.443 -0.484 -0.654 0.191
H 3.25285 -1.27603 1.16485 0.109 -0.446 -0.388 0.266
O 2.37637 -1.57951 0.88430 0.332 0.819 0.890 -0.599

=====

| no. | total energy (eV) |
| --- | --- |
| 1 | -296123.3396 |
| 2 | -111046.7306 |
| 3 | -20645.2198 |
| 4 | -20796.5116 |